(1)
Below is a molecular structure, C4H4GaO5 in a non-equilibrium geometry, with properties calculated with ωB97M-V/def2-TZVPD.

Summary:
Total charge: +2
Energy (Eh): -2454.98987
Relative energy (zero: lowest compared OMol25 entry of this formula, charge and spin) (kJ/mol): 246.24
Maximum force (eV Å⁻¹): 8.93
⟨S²⟩: 0.751
2S+1: 2

Geometry (Å):
1 Ga 4.7252 -0.0651 0.4387
2 O 1.2110 -0.3629 -1.2520
3 O -0.3933 -1.0061 0.3765
4 O 1.5114 0.3004 0.6393
5 O 3.3978 -0.2241 -0.5583
6 O -0.4610 1.0480 -0.4140
7 C -1.8011 -0.7048 0.2642
8 C 2.2113 -0.0512 -0.4508
9 C 0.3025 0.0021 -0.1304
10 C -1.7893 0.8105 0.1006
11 H -2.2057 -1.2272 -0.6106
12 H -1.8996 1.3451 1.0515
13 H -2.5117 1.1800 -0.6323
14 H -2.2976 -1.0446 1.1775

Löwdin population analysis, charges in e, atoms 1 to 5: Ga 1.457; O 0.319; O 0.120; O 0.260; O 0.117

***

(2)
Below is a molecular structure, C10H10ClF5OTeV in a non-equilibrium geometry, with properties calculated with ωB97M-V/def2-TZVPD.

Summary:
Total charge: -2
Energy (Eh): -2633.92179
Maximum force (eV Å⁻¹): 1.88
⟨S²⟩: 3.774
2S+1: 4

Geometry (Å):
1 Te -2.0860 0.9336 2.6199
2 V -0.2280 -0.0119 0.3337
3 Cl 0.8871 1.5183 -0.8452
4 F -3.8177 1.6396 2.5163
5 F 0.1710 0.1459 2.2122
6 F -2.4477 0.3401 4.4711
7 F -1.4327 2.6907 3.2872
8 F -2.8598 -0.8157 2.1688
9 O -1.8384 1.1833 0.7395
10 C 0.9405 -1.5815 -0.7629
11 C -0.4322 -2.2450 0.9646
12 C 1.1482 1.7501 -4.2544
13 C -0.4194 -1.5310 -1.2451
14 C 0.5810 0.5853 -4.8545
15 C -1.2614 -1.9351 -0.1569
16 C 0.9266 -1.9588 0.6089
17 C -0.8446 0.7067 -4.7953
18 C 0.0749 2.5943 -3.8253
19 C -1.1549 1.9503 -4.1595
20 H -1.5630 -0.0070 -5.1941
21 H -0.7447 -2.6701 1.9148
22 H -2.1499 2.3512 -3.9835
23 H -0.7048 -1.3448 -2.2707
24 H 2.2091 1.9671 -4.1523
25 H 1.1364 -0.2349 -5.3043
26 H 0.1807 3.5607 -3.3367
27 H 1.8015 -2.1030 1.2418
28 H -2.3501 -2.0661 -0.2079
29 H 1.8314 -1.4365 -1.3607

natural (NBO) population analysis, charges in e, atoms 1 to 5: Te 2.926; V 1.126; Cl -0.396; F -0.646; F -0.651

***

(3)
Below is a molecular structure, C20H20N5O3SW in a non-equilibrium geometry, with properties calculated with ωB97M-V/def2-TZVPD.

Summary:
Total charge: +3
Energy (Eh): -1737.80637
Maximum force (eV Å⁻¹): 3.96

Geometry (Å):
1 W 0.2474 -0.4570 0.0008
2 S -0.2163 0.4525 -3.1885
3 O 1.8718 0.0910 0.5077
4 O 0.3677 -0.2626 -1.8787
5 O -1.5505 -0.0624 -0.0926
6 N 2.4164 -3.9110 -0.4025
7 N 4.7596 -4.3536 -0.9411
8 N -0.2624 -0.1321 1.9701
9 N 0.6224 -2.3449 0.0048
10 N -1.6077 0.0600 2.1799
11 C 0.5408 -0.1757 3.0298
12 C -2.2891 0.1315 1.0694
13 C 0.3315 2.5477 -1.5306
14 C 0.6817 2.0303 -2.9215
15 C 1.5710 -3.0955 -0.1946
16 C -4.3218 0.5646 -0.2497
17 C 2.7715 -0.2513 4.0672
18 C -4.3920 0.8003 2.1779
19 C 0.6869 -1.8719 -4.2148
20 C 4.1448 -0.1397 3.9966
21 C -5.6981 1.2296 2.0845
22 C 4.7671 0.0814 2.7735
23 C 4.0079 0.1750 1.6086
24 C 3.6591 -4.1847 -0.6862
25 C -6.3131 1.3480 0.8390
26 C -5.6219 1.0067 -0.3242
27 C -3.6744 0.4730 1.0034
28 C 2.6355 0.0273 1.6605
29 C 0.7672 -0.3761 -4.4801
30 C 1.9604 -0.1673 2.9102
31 H 1.3995 -2.3924 -4.8510
32 H 0.8488 3.4928 -1.3502
33 H 2.3004 -0.4186 5.0230
34 H 1.7551 1.8462 -3.0259
35 H -3.7946 0.2750 -1.1475
36 H 0.3288 -0.1206 -5.4460
37 H -0.7423 2.7352 -1.4245
38 H 4.4894 0.3535 0.6587
39 H 0.9477 -2.0999 -3.1750
40 H 0.6861 1.8364 -0.7109
41 H 4.7418 -0.2120 4.8927
42 H -6.2495 1.4907 2.9752
43 H -6.1217 1.0921 -1.2764
44 H -3.9030 0.7111 3.1345
45 H 0.3612 2.7393 -3.6856
46 H 1.7968 -0.0212 -4.4446
47 H 0.0852 -0.1514 4.0191
48 H -0.3012 -2.2737 -4.4301
49 H 5.8405 0.1847 2.7160
50 H -7.3328 1.7000 0.7699

natural (NBO) population analysis, charges in e, atoms 1 to 5: W 2.312; S 1.243; O -0.594; O -0.851; O -0.621

***

(4)
Below is a single C6H8 molecule in a non-equilibrium geometry, with properties calculated with ωB97M-V/def2-TZVPD.

Summary:
Total charge: 0
Energy (Eh): -233.33267
Relative energy (zero: lowest compared OMol25 entry of this formula, charge and spin) (kJ/mol): 142.64
Maximum force (eV Å⁻¹): 4.01

Geometry (Å):
1 C 0.1970 0.3013 0.4982
2 C 0.8993 0.7311 1.7266
3 C 0.0526 -0.9407 -1.3873
4 C 0.9644 -0.6003 -0.4598
5 C -1.2474 -0.2927 -1.2475
6 C -0.9964 0.5404 -0.0080
7 H -2.0887 -1.0385 -1.0630
8 H 0.3734 -1.5122 -2.2729
9 H 0.6583 -0.3018 2.5013
10 H 2.0859 0.7665 1.4777
11 H -1.7528 0.3378 -1.9644
12 H 0.5452 1.7533 2.1929
13 H -1.7182 1.2363 0.3254
14 H 2.0274 -0.9805 -0.3193

natural (NBO) population analysis, charges in e, atoms 1 to 5: C -0.063; C -0.627; C -0.182; C -0.228; C -0.494

***

(5)
Below is a single C6H15NO molecule in a non-equilibrium geometry, with properties calculated with ωB97M-V/def2-TZVPD.

Summary:
Total charge: 0
Energy (Eh): -367.52726
Relative energy (zero: lowest compared OMol25 entry of this formula, charge and spin) (kJ/mol): 273.14
Maximum force (eV Å⁻¹): 4.33

Geometry (Å):
1 O 0.5776 -3.2517 -0.6071
2 N 0.1734 1.5672 0.0768
3 C 0.6777 -1.8500 -0.8183
4 C 0.0503 0.3735 1.0419
5 C -1.0341 -0.6264 0.6306
6 C 1.2724 2.4535 0.4323
7 C -1.0638 2.4102 -0.0001
8 C -0.6790 -1.1973 -0.7930
9 H -0.3028 -3.5999 -0.5829
10 H -0.8693 3.0980 0.8331
11 H -0.6937 -0.3601 -1.5232
12 H -1.1550 -1.5550 1.1640
13 H -0.9834 3.0569 -0.9080
14 H -0.1961 0.6746 1.9977
15 H 1.3545 -1.5156 -0.0168
16 H -1.9993 -0.0926 0.6550
17 H -1.5451 -1.8303 -1.1382
18 H 1.1665 -1.8211 -1.8084
19 H 1.0360 -0.1030 1.1767
20 H 2.2254 1.8558 0.3532
21 H 1.3645 2.8014 1.4786
22 H 1.2801 3.2935 -0.3285
23 H -1.8584 1.7597 0.0055

natural (NBO) population analysis, charges in e, atoms 1 to 5: O -0.745; N -0.441; C -0.067; C -0.228; C -0.412

***

(6)
Below is 2 unconnected molecules or ions with the total composition C2H2Cl2N2 in a non-equilibrium geometry, with properties calculated with ωB97M-V/def2-TZVPD.

Summary:
Total charge: +2
Energy (Eh): -1106.47156
Relative energy (zero: lowest compared OMol25 entry of this formula, charge and spin) (kJ/mol): 73.71
Maximum force (eV Å⁻¹): 5.27

Geometry (Å):
1 Cl -3.1514 0.4682 -1.3837
2 Cl 1.3782 1.0463 -1.3235
3 N 2.1157 -0.7493 0.4960
4 N -1.2217 0.1629 0.4504
5 C -2.0989 0.4100 -0.2947
6 C 1.5655 -0.0064 -0.2049
7 H 2.4353 -1.5940 0.7853
8 H -1.0227 0.2625 1.4752

natural (NBO) population analysis, charges in e, atoms 1 to 5: Cl 0.536; Cl 0.432; N -0.350; N -0.515; C 0.461

***

(7)
Below is a molecular structure, C30H27N7O6Sn in a non-equilibrium geometry, with properties calculated with ωB97M-V/def2-TZVPD.

Summary:
Total charge: 0
Energy (Eh): -2208.39882
Relative energy (zero: lowest compared OMol25 entry of this formula, charge and spin) (kJ/mol): 0.00
Maximum force (eV Å⁻¹): 1.67

Geometry (Å):
1 Sn 0.3948 -0.9908 0.1628
2 O 5.7988 -0.9391 0.8849
3 O -0.0217 6.7505 -0.0209
4 O 2.1135 -0.7393 -1.1340
5 O -3.0747 -0.5001 -0.8276
6 O -1.7346 -3.8115 3.1928
7 O -1.1904 6.6776 -1.9206
8 N 3.3523 -0.0427 0.6890
9 N -0.7729 0.3798 -1.0153
10 N -2.6445 -1.1769 0.2934
11 N -0.4138 -2.1206 -1.8106
12 N -2.2121 -3.2786 1.9764
13 N 2.1527 0.4461 1.1794
14 N -0.1625 1.4184 2.0809
15 C 2.1896 1.0921 2.2681
16 C -3.1579 -2.4337 2.1727
17 C 0.9590 2.5925 3.8236
18 C -1.3887 2.8046 3.6083
19 C -1.7746 -3.3347 -3.8490
20 C 0.5302 3.8331 -0.6580
21 C -3.5859 -1.7132 0.9560
22 C -3.6515 -2.1175 3.5520
23 C -0.2315 3.1484 4.2827
24 C 5.4350 -2.2145 -3.0601
25 C 6.6297 -2.3673 -2.3448
26 C 4.3387 -1.6690 -2.4281
27 C 5.6504 -1.3790 -0.3893
28 C 0.4591 2.4537 -0.7751
29 C -0.7524 1.7811 -0.9510
30 C -0.0185 -3.3279 -2.2625
31 C -0.6375 4.5823 -0.8069
32 C 3.2314 -0.6116 -0.5144
33 C -1.8782 3.9545 -0.9560
34 C -0.5767 6.0746 -0.8347
35 C 0.9495 1.7324 2.7486
36 C -5.0550 -1.6256 0.6345
37 C -1.2945 1.9580 2.5161
38 C -0.6840 -3.9737 -3.2968
39 C -1.9274 2.5716 -0.9503
40 C -2.1856 -2.1038 -3.3560
41 C -1.8749 -0.2103 -1.6822
42 C 4.4551 -1.2215 -1.1022
43 C 6.7318 -2.0031 -1.0268
44 C -1.4890 -1.5144 -2.3215
45 H -1.4943 5.9992 -2.5413
46 H -0.2360 3.7543 5.1715
47 H -3.0632 -1.6288 -3.7871
48 H -2.3554 3.1986 3.9223
49 H -3.0612 -1.3036 3.9112
50 H 4.9355 -0.5105 1.1658
51 H -2.7875 4.5622 -0.9646
52 H 7.6566 -2.1070 -0.4551
53 H 7.4894 -2.8216 -2.8134
54 H 1.8710 2.8750 4.3152
55 H -5.3798 -0.6009 0.7016
56 H 1.3891 1.9011 -0.7558
57 H -4.6974 -1.7790 3.5224
58 H -2.8749 2.0404 -0.8961
59 H -2.3247 -3.8369 -4.6692
60 H -1.0341 -4.4185 2.9493
61 H -5.1583 -1.9974 -0.3866
62 H -0.3316 -4.9438 -3.6328
63 H 1.4517 4.3396 -0.4677
64 H -3.5720 -2.9639 4.2193
65 H 0.8965 -3.6969 -1.7817
66 H 3.3958 -1.5644 -2.9367
67 H 5.3724 -2.5869 -4.0904
68 H -2.2018 1.7426 1.9457
69 H 3.1217 1.3064 2.8178
70 H -2.3004 0.4347 -2.4654
71 H -5.6878 -2.2253 1.2742

Löwdin population analysis, charges in e, atoms 1 to 5: Sn 1.255; O 0.037; O 0.125; O -0.231; O -0.102

***

(8)
Below is a single CH2N2O3 molecule in a non-equilibrium geometry, with properties calculated with ωB97M-V/def2-TZVPD.

Summary:
Total charge: 0
Energy (Eh): -374.18919
Relative energy (zero: lowest compared OMol25 entry of this formula, charge and spin) (kJ/mol): 430.29
Maximum force (eV Å⁻¹): 3.72
⟨S²⟩: 2.010
2S+1: 3

Geometry (Å):
1 O -1.0133 -1.3637 0.0555
2 O 1.7548 -0.8630 -0.5031
3 O -0.7865 0.9475 0.3164
4 N -0.5192 -0.2104 -0.4916
5 N 0.6562 0.9901 0.5908
6 C 0.9271 -0.0353 -0.2646
7 H -1.9674 -1.3947 -0.2925
8 H 0.9484 1.9296 0.5890

natural (NBO) population analysis, charges in e, atoms 1 to 5: O -0.522; O -0.458; O -0.170; N 0.190; N -0.250